Entry 1:
DFT (wB97M-V/def2-TZVPD) results for a molecular structure, C26H32N15O3SbSe4Ti.

Structure (XYZ):
```
82
Properties=species:S:1:pos:R:3:forces:R:3
Ti -0.085775 -0.288263 0.470795 0.21 -0.71 0.18
O 0.307626 0.144431 2.456179 -0.02 -0.02 -0.19
N 0.792023 1.258953 2.777351 0.17 0.39 -0.15
N 1.132535 1.964932 1.760494 0.12 -0.25 0.26
O 1.001283 1.513411 0.533929 -0.38 -0.15 -0.09
C 1.622872 3.278269 1.958883 0.01 0.07 0.06
C 1.972968 3.723933 3.230509 0.03 0.03 -0.03
C 2.456315 5.012423 3.379621 -0.01 0.00 -0.01
C 2.589164 5.854427 2.280199 -0.02 -0.03 0.01
C 2.224326 5.395498 1.023620 -0.03 0.00 0.05
C 1.739833 4.105577 0.853103 -0.09 0.04 -0.02
H 1.857922 3.065126 4.078147 0.01 0.00 -0.01
H 2.728770 5.362609 4.367715 0.00 0.00 -0.01
H 2.964660 6.862265 2.406935 0.00 -0.01 0.00
H 2.305343 6.050437 0.164740 0.00 0.00 -0.01
H 1.427840 3.731498 -0.112462 0.04 0.01 0.03
N 0.428037 -0.213052 -3.795826 0.00 0.04 -0.05
C -0.293598 0.170586 -2.754229 0.14 0.06 0.01
N 0.303341 -0.233871 -1.649313 -0.25 -0.05 -0.16
C 1.423328 -0.920179 -2.089856 0.03 0.36 -0.01
N 1.540321 -0.907063 -3.416794 -0.16 -0.21 0.08
C 2.301858 -1.414321 -1.086487 0.16 -0.03 0.14
C 3.523913 -2.040920 -1.335078 -0.12 0.00 0.02
N 4.322957 -2.485609 -0.391646 0.08 0.00 0.08
C 3.846528 -2.308950 0.892329 0.01 0.03 -0.02
C 2.663109 -1.690871 1.175429 0.08 -0.05 -0.09
N 1.858475 -1.189264 0.212246 -0.07 0.00 -0.13
H 0.179092 -0.137657 -4.767093 0.04 0.02 0.02
H -1.203204 0.742874 -2.818323 -0.07 -0.01 -0.02
H 3.837132 -2.173965 -2.368454 0.00 0.01 0.01
H 4.456891 -2.700858 1.695098 0.00 -0.01 -0.01
H 2.312073 -1.595555 2.195137 -0.02 0.00 0.02
N -1.111937 -3.434306 -3.692615 0.03 0.03 -0.02
C -1.965218 -2.386119 -3.908879 0.38 -0.04 0.02
C -2.845202 -1.999297 -2.874074 -0.15 0.05 0.12
N -3.665944 -0.984435 -3.004358 0.09 -0.12 -0.19
C -3.636097 -0.344421 -4.186182 -0.11 0.13 -0.08
C -2.783055 -0.722496 -5.195894 -0.03 -0.16 0.02
N -1.924629 -1.746545 -5.071982 -0.12 0.03 0.03
H -0.931092 -3.656977 -2.722195 0.00 -0.02 0.06
H -0.296319 -3.451314 -4.284208 -0.01 0.01 0.00
H -2.802074 -2.540559 -1.933343 -0.14 0.02 -0.06
H -4.320961 0.484619 -4.312236 0.03 0.05 -0.01
H -2.777746 -0.198491 -6.145597 0.01 0.04 0.01
Se -0.766726 -4.877639 3.759455 -0.05 0.00 -0.04
Sb -2.251428 -3.363633 2.593661 -0.13 -0.02 -0.02
Se -0.891520 -2.733569 0.417205 0.07 0.30 0.00
Se -2.823338 -1.341604 3.858890 0.03 0.12 -0.18
Se -4.282017 -4.300138 1.560457 -0.02 0.07 -0.04
C -5.633674 0.195051 1.793141 0.06 -0.01 0.02
N -4.385164 0.722510 1.280434 -0.01 -0.12 -0.01
C -3.694615 1.817453 1.906472 0.04 -0.01 0.11
C -2.313807 1.706045 1.283927 -0.13 -0.13 -0.06
O -1.447406 2.548555 1.400665 -0.09 0.01 0.00
N -2.226212 0.507489 0.598368 0.09 0.37 0.21
C -3.458222 -0.062770 0.689267 0.04 0.19 -0.12
N -3.777717 -1.216943 0.142255 0.11 -0.20 0.13
H -6.268981 1.033245 2.081382 0.02 -0.02 0.00
H -5.451540 -0.457193 2.652926 0.00 -0.02 0.01
H -6.144860 -0.365817 1.010679 0.00 0.00 0.00
H -3.590469 1.655019 2.985736 -0.01 0.03 0.00
H -4.152977 2.785722 1.701953 0.00 0.00 0.01
H -2.959090 -1.781315 -0.102477 0.06 -0.02 0.09
H -4.490672 -1.796686 0.583470 -0.02 -0.04 0.00
N 0.266459 3.288684 -3.933672 -0.29 0.11 -0.01
C 1.238050 3.332303 -3.309824 0.24 -0.23 -0.18
N 2.386231 3.343762 -2.650103 -0.12 0.16 0.27
C 3.213435 4.551635 -2.784926 0.05 0.00 0.00
C 4.645932 4.255367 -2.362319 0.03 -0.02 -0.02
C 4.690821 3.471514 -1.055832 0.01 0.00 0.06
C 3.934119 2.133102 -1.172330 -0.01 0.12 0.04
C 3.065018 2.061320 -2.422869 0.12 -0.21 0.13
H 2.789614 5.336204 -2.152793 0.00 0.00 0.03
H 3.191821 4.911513 -3.818766 -0.03 -0.01 -0.01
H 5.178227 5.204302 -2.268624 0.00 0.01 0.00
H 5.150543 3.689569 -3.149645 0.00 -0.01 -0.03
H 4.245231 4.080208 -0.263396 0.03 -0.04 -0.06
H 5.730043 3.300512 -0.770241 0.00 0.00 0.02
H 3.281724 1.993542 -0.310422 0.03 -0.03 0.01
H 4.619593 1.284111 -1.185216 0.00 0.00 -0.04
H 2.323317 1.280395 -2.258101 -0.02 0.24 -0.23
H 3.643186 1.808886 -3.318705 0.03 -0.14 0.05
```
Positions in Å, forces in eV/Å.

Computed properties:
Highest occupied orbital energy (spin up / spin down), eV: -0.94 / -1.44
⟨S²⟩: 2.022
E_tot, eV: -347018.2639
HOMO-LUMO gap (spin up / spin down), eV: 4.466 / 4.973
Charge: -2
Multiplicity: 3
Lowest unoccupied orbital energy (spin up / spin down), eV: 3.5 / 3.5

Entry 2:
DFT (wB97M-V/def2-TZVPD) results for C26H32N2O3 in the gas phase.

Structure (XYZ):
```
63
Properties=species:S:1:pos:R:3:forces:R:3
C 0.081531 2.764902 3.102635 0.05 -0.16 0.05
C -0.108082 1.245276 3.080166 0.04 -0.07 0.10
C -1.276535 0.866158 3.989567 0.36 0.26 -0.36
O -1.129739 0.219359 5.006104 0.07 -0.31 0.36
N -2.470057 1.356159 3.590056 -0.33 0.26 -0.05
C -3.706784 1.035804 4.270784 -0.17 -0.20 0.01
C -4.484677 -0.045174 3.553237 0.11 0.20 0.12
C -5.341843 -0.986151 4.344577 -0.20 0.04 -0.02
C -4.066330 -1.474625 3.731005 0.13 -0.09 -0.08
C -0.285706 0.737000 1.654641 0.11 0.10 0.07
C -1.288150 -0.321809 1.274033 0.14 -0.15 -0.23
C 0.177750 -0.638951 1.247372 -0.06 -0.23 -0.18
C 0.705785 -1.586428 2.301455 -0.10 0.26 -0.06
C 0.852961 -0.849521 -0.107940 -0.16 0.00 0.02
N 0.382341 0.084330 -1.116593 0.01 0.24 0.15
C -0.173631 -0.331896 -2.275499 -0.14 0.26 0.02
O -0.523241 -1.457947 -2.521557 -0.04 -0.34 -0.17
O -0.321696 0.725890 -3.114506 0.14 0.07 0.10
C -0.808470 0.430245 -4.415676 -0.34 -0.30 -0.24
C 0.293289 0.288796 -5.436006 0.00 0.08 0.12
C 1.603839 0.029031 -5.063883 -0.09 0.00 0.09
C 2.589063 -0.114934 -6.025867 0.07 -0.02 -0.01
C 2.273339 -0.005348 -7.368033 0.07 -0.01 -0.07
C 0.965438 0.250085 -7.746380 -0.03 -0.01 -0.09
C -0.017945 0.398442 -6.786288 0.00 -0.01 0.13
C 2.361069 -0.756238 -0.032476 0.01 -0.08 -0.05
C 3.151095 -1.711206 -0.657859 -0.08 0.04 0.05
C 4.530960 -1.604519 -0.637558 0.09 -0.03 -0.03
C 5.135510 -0.539248 0.007291 0.09 -0.02 -0.02
C 4.354412 0.420006 0.629459 0.03 0.10 0.03
C 2.975262 0.314673 0.606136 0.00 -0.08 -0.02
H 0.982329 3.040179 2.556983 0.06 0.04 -0.07
H 0.184793 3.113767 4.127542 0.01 0.09 0.07
H -0.764298 3.278141 2.649432 -0.05 0.07 -0.05
H 0.781680 0.787847 3.525445 -0.18 0.01 0.03
H -2.541149 1.761362 2.670531 0.12 -0.04 0.03
H -3.428138 0.692806 5.269605 -0.10 0.09 -0.05
H -4.308063 1.947463 4.357421 0.04 -0.11 0.08
H -4.843863 0.249021 2.573205 -0.06 -0.10 -0.03
H -5.375143 -0.859818 5.415655 0.06 0.04 0.11
H -6.277967 -1.309797 3.915827 -0.03 -0.03 -0.07
H -3.232152 -1.671166 4.387210 0.09 0.05 0.10
H -4.124573 -2.140592 2.883101 -0.07 -0.01 -0.08
H -0.156069 1.519602 0.915037 -0.02 -0.03 -0.09
H -1.880917 -0.783249 2.048225 -0.01 -0.03 0.17
H -1.805166 -0.211955 0.331863 0.00 0.06 -0.11
H 0.598872 -2.614075 1.958382 -0.01 -0.12 -0.02
H 1.761470 -1.403627 2.496479 0.07 -0.02 0.08
H 0.155124 -1.476879 3.231452 -0.02 -0.04 0.15
H 0.566655 -1.841652 -0.479031 0.09 0.16 0.11
H 0.733844 1.028842 -1.091783 0.01 -0.06 -0.10
H -1.384356 -0.504401 -4.370783 0.06 0.26 -0.02
H -1.476767 1.252368 -4.687742 0.10 -0.11 0.05
H 1.860895 -0.061346 -4.018570 0.03 0.01 0.08
H 3.606159 -0.315045 -5.722245 0.08 -0.02 0.02
H 3.042247 -0.118453 -8.117780 0.06 0.00 -0.06
H 0.711762 0.336127 -8.792712 -0.02 0.01 -0.08
H -1.037883 0.598590 -7.082268 -0.12 0.04 -0.05
H 2.680067 -2.541273 -1.164177 -0.07 -0.10 -0.05
H 5.135009 -2.354700 -1.126202 0.05 -0.06 -0.04
H 6.212057 -0.456024 0.025312 0.08 0.00 0.01
H 4.821187 1.253267 1.134260 0.04 0.06 0.04
H 2.371599 1.062510 1.097930 -0.09 0.10 0.10
```
Positions in Å, forces in eV/Å.

Computed properties:
Highest occupied orbital energy, eV: -9.20
Energy above the lowest of the compared OMol25 structures with the same formula, charge and spin, kJ/mol: 4.6
E_tot, eV: -36604.3901
HOMO-LUMO gap, eV: 9.770
Multiplicity: 1
Lowest unoccupied orbital energy, eV: 0.6

Entry 3:
DFT (wB97M-V/def2-TZVPD) results for a molecular structure, C26H32NO4PS4TeW at a distorted geometry.

Structure (XYZ):
```
70
Properties=species:S:1:pos:R:3:forces:R:3
W -0.166900 -0.194300 -0.672800 -0.15 -2.21 -0.44
S -2.633100 -0.648400 -0.040300 -0.08 0.27 -0.36
C -3.202300 -1.587900 1.343200 0.70 0.01 0.03
C -4.572800 -1.823800 1.480600 0.14 0.17 -0.24
C -5.070900 -2.515000 2.564900 0.00 -0.04 0.08
C -4.220400 -3.005300 3.546300 -0.02 -0.05 0.07
C -2.859200 -2.811900 3.411400 -0.08 0.03 0.02
C -2.361200 -2.098700 2.331400 0.66 -0.01 -0.07
S -0.599300 -1.836100 2.195500 -0.63 0.29 0.45
C -0.549800 -0.232900 3.092900 -0.19 -0.56 -0.37
C 0.813700 0.353200 2.891700 -0.15 -0.26 -0.12
C 1.319900 1.271300 3.802900 0.75 0.30 -0.15
C 2.602700 1.784800 3.588500 -0.80 -0.04 0.45
C 3.351000 1.265400 2.568000 0.14 -0.83 -0.84
C 2.805300 0.253300 1.731600 -1.68 1.31 1.80
C 3.601200 -0.450100 0.842800 -0.10 0.00 -2.55
S 2.343500 0.365200 -1.295500 0.07 -1.44 0.90
C 2.503600 -1.092600 -2.293400 0.25 0.17 0.24
C 3.198900 -1.019500 -3.495800 0.13 0.02 -0.05
C 3.403400 -2.160100 -4.248200 0.07 0.23 -0.05
C 2.920400 -3.381600 -3.800600 -0.09 -0.03 0.12
C 2.226600 -3.462000 -2.609100 0.04 0.05 -0.05
C 1.997800 -2.322900 -1.841900 -0.23 0.02 0.73
S 1.139700 -2.439500 -0.303100 0.14 0.41 -0.08
N 1.479900 -0.088500 1.829600 1.55 0.05 0.88
H -5.232400 -1.447500 0.717200 -0.18 0.06 -0.13
H -6.133900 -2.683800 2.646300 -0.12 0.03 -0.01
H -4.615500 -3.525200 4.406300 -0.03 -0.10 0.02
H -2.162600 -3.206700 4.134800 0.04 -0.04 0.14
H -0.754000 -0.414700 4.149400 0.06 0.13 -0.04
H -1.345000 0.391300 2.680700 0.04 0.07 0.01
H 0.728500 1.578200 4.651100 -0.09 0.06 0.05
H 3.000800 2.545600 4.245100 0.06 0.00 0.02
H 4.381000 1.546400 2.417100 0.13 0.12 0.01
H 3.283100 -1.412000 0.481100 -0.07 -0.35 0.23
H 4.621900 -0.152700 0.686600 0.23 0.13 -0.07
H 3.567900 -0.058800 -3.825100 0.05 0.02 -0.10
H 3.943500 -2.100800 -5.179700 0.02 0.04 -0.12
H 3.075100 -4.268900 -4.394400 0.03 -0.12 -0.05
H 1.835000 -4.399000 -2.247300 -0.04 -0.17 -0.03
C -2.160100 2.532300 0.870100 0.28 -0.17 0.02
C -0.629000 2.470700 0.943000 -0.80 0.99 0.21
C -0.004700 3.677400 0.239100 -0.01 -0.53 0.01
O -0.179500 1.264500 0.358400 0.40 1.24 1.04
H -2.506300 3.509600 1.198200 0.05 0.12 0.09
H -2.621200 1.765200 1.495100 -0.01 0.09 -0.11
H -2.473900 2.368900 -0.163800 0.00 0.03 0.17
H -0.301800 2.473500 2.000800 -0.03 -0.20 -0.42
H -0.378600 3.730900 -0.780400 0.04 0.08 0.06
H 1.079200 3.566300 0.215300 0.09 0.08 -0.04
H -0.256500 4.593900 0.766500 -0.04 0.01 0.16
C 1.724200 3.729800 -4.278400 -0.08 -0.23 0.19
C 1.727300 3.094600 -2.899500 0.33 0.10 -0.26
O 0.450900 2.610300 -2.483500 0.02 -0.86 -0.06
P -0.099400 1.085000 -2.714900 -0.80 2.70 -0.96
O -1.430000 1.137500 -1.950300 0.00 -0.76 0.66
Te -0.314600 0.699600 -5.006000 0.46 -0.28 -0.04
O -0.600900 -1.336900 -2.030100 -0.34 -0.65 -0.96
C -1.628800 -1.952200 -2.781000 -0.73 -0.14 -0.48
C -1.112300 -2.779000 -3.955400 0.37 0.41 0.41
H 2.660700 4.265100 -4.404600 0.13 0.17 -0.05
H 0.892900 4.422500 -4.366300 -0.07 0.14 -0.08
H 1.643900 2.978200 -5.060700 -0.06 0.07 0.02
H 1.999100 3.841200 -2.147700 0.03 -0.08 0.01
H 2.459700 2.283500 -2.851500 -0.04 0.26 -0.08
H -2.302700 -1.153100 -3.144600 0.23 -0.32 0.23
H -2.189800 -2.607400 -2.090500 0.19 0.41 -0.10
H -0.555200 -2.152300 -4.652100 -0.05 -0.12 0.06
H -1.962500 -3.208800 -4.475300 -0.15 -0.09 -0.04
H -0.462200 -3.575500 -3.604000 0.03 -0.15 0.03
```
Positions in Å, forces in eV/Å.

Computed properties:
Highest occupied orbital energy (spin up / spin down), eV: -7.37 / -7.38
E_tot, eV: -98909.9598
HOMO-LUMO gap (spin up / spin down), eV: 5.403 / 4.989
Multiplicity: 1
Lowest unoccupied orbital energy (spin up / spin down), eV: -2.0 / -2.4